The following is a quantum chemistry calculation of a 2-piece molecular cluster, C17H22BCl4O5 overall at a distorted geometry, from OMol25.

Geometry as XYZ:
```
49
Properties=species:S:1:pos:R:3:forces:R:3
Cl 3.338948 1.970206 -2.517062 -0.15 -0.08 -0.09
B 2.531854 0.336605 -2.649701 0.80 -0.50 0.67
Cl 2.858504 -0.477561 -4.297298 -0.24 0.12 -0.05
Cl 3.052839 -0.835255 -1.290058 -0.03 0.31 -0.49
O 1.037323 0.570609 -2.518925 -1.11 -0.67 -0.25
C 0.206968 -0.393735 -2.498205 0.93 0.54 -0.10
C -1.208735 -0.140870 -2.633911 -0.57 0.14 0.01
C -2.111340 -1.221019 -2.790370 0.47 0.62 0.01
C -3.477626 -0.989939 -2.837201 -0.10 0.30 -0.05
C -3.956102 0.324601 -2.748024 1.23 -0.21 0.24
Cl -5.644620 0.608669 -2.706181 -0.40 0.07 -0.09
C -3.069653 1.409577 -2.655042 -0.36 -0.13 -0.08
C -1.707661 1.182596 -2.609492 0.22 -0.46 -0.14
H 0.596591 -1.423751 -2.488294 -0.14 0.37 0.10
H -1.708843 -2.220395 -2.924935 -0.12 0.03 0.28
H -4.185328 -1.807938 -2.938843 0.16 0.13 0.01
H -3.467260 2.423089 -2.622325 0.10 -0.26 0.00
H -1.006266 2.014367 -2.605770 -0.13 -0.19 0.26
C 4.652964 -0.075646 2.831799 0.41 0.27 -0.11
C 3.444356 -0.961703 2.881622 -0.27 0.23 -0.25
O 2.490896 -0.316352 2.005279 0.65 -0.35 0.63
C 1.467281 -1.113379 1.670948 -1.24 -0.77 -0.99
C 0.419327 -0.545084 0.839343 0.73 1.19 0.37
C -0.839974 -1.339691 0.605154 0.22 -0.05 0.16
C -1.726632 -1.385830 1.851623 -0.11 0.07 -0.19
C -0.493515 -2.764102 0.193450 -0.28 -0.33 -0.01
C 0.375920 0.903930 0.726247 1.09 -1.70 0.08
O 1.308734 1.696301 0.739274 -0.57 0.18 -0.10
O -0.919414 1.314020 0.592468 -0.88 1.12 -0.02
C -1.092305 2.738599 0.641689 0.01 -0.53 -0.58
C -0.858238 3.309145 2.015436 0.19 -0.02 0.26
O 1.441772 -2.285342 2.074582 0.28 0.38 0.38
H 5.410996 -0.385286 3.554000 -0.02 -0.02 0.04
H 5.093531 -0.115619 1.831782 -0.03 0.07 0.09
H 4.368016 0.960470 3.028898 0.07 -0.06 0.03
H 3.668574 -1.975217 2.521983 -0.17 0.30 0.17
H 3.023138 -1.024951 3.898981 0.06 -0.08 -0.33
H -1.384831 -0.855854 -0.219242 -0.06 -0.13 0.44
H -2.016207 -0.369767 2.142408 0.00 -0.24 0.04
H -2.621676 -1.974865 1.623824 -0.13 0.02 0.24
H -1.169460 -1.867624 2.663943 -0.16 0.09 -0.08
H 0.135325 -2.770115 -0.703742 0.02 -0.10 0.08
H 0.071005 -3.208426 1.022350 -0.25 -0.13 -0.56
H -1.406027 -3.344441 0.004320 0.04 0.00 -0.08
H -0.393773 3.157054 -0.085278 -0.09 0.32 0.05
H -2.126822 2.899054 0.318470 0.13 0.03 -0.02
H -1.093946 4.372312 2.016257 -0.03 0.14 0.01
H -1.501243 2.817570 2.750387 0.07 0.00 -0.02
H 0.192635 3.180996 2.293399 -0.25 0.00 0.01
```
Forces are in eV/Å.

Values from the calculation:
Charge: -1
Energy: -78995.059 eV
2S+1: 1